The following is a quantum chemistry calculation of a cluster of 3 separate species, C3H10O4 in total at a distorted geometry, from OMol25.

```
17
Properties=species:S:1:pos:R:3:forces:R:3:nbo_charge:R:1
O -0.3629 0.5175 -2.2294 -0.1198 -0.3631 -0.0726 -0.558
C -0.5027 -0.4085 -1.4549 1.5465 0.4080 -0.9226 0.425
C -0.9986 -0.1761 -0.0882 -2.0618 1.1412 -0.3806 -0.541
C -0.6942 1.2510 0.4789 -0.0521 -1.7284 0.7511 -0.062
O 0.6889 1.1418 0.7629 1.4472 0.6413 -1.6327 -0.719
H -0.1632 -1.4188 -1.7871 -0.5135 0.1303 0.2603 0.136
H -2.0844 -0.3797 -0.2631 0.2991 0.1975 0.5673 0.235
H -0.6471 -0.8604 0.6608 0.2037 -0.5228 0.0931 0.240
H -0.9387 2.1862 -0.0631 -0.1357 -0.9141 -0.0285 0.196
H -1.1719 1.2067 1.4731 0.0076 0.6497 -0.4245 0.182
H 1.1418 1.0516 -0.1296 -0.6132 0.3248 1.6844 0.466
H 2.3917 0.5967 5.4908 0.1718 -0.0205 -0.2502 0.466
H 2.1315 -0.4902 6.4756 0.0535 -0.2806 0.0938 0.464
O 2.6323 -0.3189 5.6727 -0.2259 0.2963 0.1513 -0.930
H -0.0345 -0.6983 -4.7749 0.1466 0.1575 0.1378 0.476
H -1.1729 -1.6150 -5.1292 -0.1675 -0.1095 -0.0646 0.465
O -0.2150 -1.5859 -5.0952 0.0136 -0.0076 0.0374 -0.941
```
Forces are in eV/Å.

- SMILES string = O=CCCO.O.O
- lowest unoccupied orbital energy (eV) = 0.7
- total energy (Ha) = -421.21863
- energy relative to the best compared isomer or geometry (same formula, charge and spin) (eV) = 1.8073
- total charge = 0